Formula: C42H98N4O9
Source: OMol25
Level of theory: wB97M-V/def2-TZVPD

ORCA input file:
```
! wB97M-V def2-TZVPD RIJCOSX def2/J DEFGRID3
* xyz 0 1
C -3.34 -2.81 4.36
C -2.75 -1.54 3.81
C -1.66 -1.01 4.75
C -0.37 -1.83 4.72
C 0.14 -1.92 3.28
C -0.85 -2.41 2.25
N -2.13 -1.72 2.44
O -3.05 -1.99 1.43
C -0.22 -2.06 0.91
C -1.03 -3.93 2.38
C -3.93 -0.47 3.85
H -2.53 -3.54 4.29
H -4.19 -3.16 3.77
H -3.59 -2.78 5.42
H -1.46 0.04 4.54
H -2.01 -0.99 5.79
H -0.60 -2.84 5.07
H 0.39 -1.32 5.31
H 0.91 -2.68 3.44
H 0.67 -0.98 3.12
H 0.21 -1.06 0.97
H 0.52 -2.80 0.61
H -0.94 -1.92 0.11
H -0.90 -4.30 3.39
H -2.01 -4.32 2.09
H -0.30 -4.44 1.75
H -4.69 -0.68 3.10
H -3.44 0.42 3.46
H -4.30 -0.23 4.84
H -3.31 -2.90 1.59
C -0.32 -5.46 -1.78
C -1.53 -4.94 -2.56
C -2.62 -4.69 -1.50
C -3.80 -3.88 -1.92
C -3.33 -2.53 -2.42
C -2.16 -2.56 -3.51
N -1.15 -3.55 -3.09
O -0.20 -3.63 -4.09
C -2.74 -2.78 -4.89
C -1.51 -1.15 -3.44
C -1.97 -5.94 -3.59
H -0.61 -6.34 -1.20
H 0.13 -4.68 -1.17
H 0.53 -5.84 -2.35
H -2.99 -5.65 -1.16
H -2.28 -4.09 -0.65
H -4.49 -3.75 -1.09
H -4.39 -4.36 -2.71
H -2.97 -1.93 -1.58
H -4.16 -1.93 -2.78
H -2.04 -2.95 -5.70
H -3.47 -3.60 -4.87
H -3.34 -1.92 -5.16
H -2.22 -0.33 -3.57
H -1.01 -0.98 -2.48
H -0.78 -1.04 -4.24
H -1.16 -6.03 -4.31
H -2.83 -5.65 -4.20
H -2.22 -6.91 -3.16
H 0.59 -3.35 -3.62
C 5.01 -1.04 4.33
C 5.42 -1.54 2.91
C 4.21 -2.29 2.18
C 3.32 -1.28 1.47
C 4.07 -0.33 0.60
C 5.11 0.53 1.35
N 5.96 -0.38 2.13
O 7.00 0.28 2.70
C 5.98 1.13 0.16
C 4.41 1.62 2.14
C 6.51 -2.66 3.17
H 4.25 -0.26 4.25
H 5.73 -0.56 4.99
H 4.57 -1.81 4.97
H 4.59 -3.09 1.54
H 3.54 -2.77 2.89
H 2.74 -0.78 2.25
H 2.55 -1.81 0.91
H 3.24 0.32 0.31
H 4.42 -0.67 -0.37
H 6.62 0.31 -0.18
H 5.42 1.56 -0.67
H 6.57 1.96 0.55
H 3.98 2.40 1.52
H 3.62 1.18 2.76
H 5.10 2.09 2.84
H 6.28 -3.54 3.78
H 7.44 -2.24 3.55
H 6.86 -3.04 2.22
H 7.74 -0.30 2.50
C -0.36 2.32 -2.47
C 0.97 2.99 -2.94
C 0.47 4.11 -3.86
C 1.61 5.12 -4.16
C 2.08 5.66 -2.85
C 2.60 4.72 -1.82
N 1.58 3.64 -1.70
O 1.79 2.78 -0.70
C 4.03 4.18 -2.29
C 2.74 5.50 -0.46
C 1.92 2.01 -3.60
H -0.75 1.71 -3.28
H -1.13 3.02 -2.15
H -0.18 1.64 -1.64
H 0.29 3.63 -4.83
H -0.53 4.46 -3.61
H 1.27 5.94 -4.80
H 2.41 4.63 -4.70
H 1.32 6.31 -2.42
H 2.84 6.38 -3.16
H 4.33 3.24 -1.84
H 4.18 4.02 -3.36
H 4.74 4.95 -1.98
H 1.78 5.79 -0.03
H 3.07 4.82 0.32
H 3.41 6.36 -0.45
H 2.79 2.45 -4.09
H 1.45 1.70 -4.53
H 2.22 1.22 -2.92
H 1.05 2.89 -0.10
O -3.61 1.68 -4.65
H -3.48 0.86 -5.13
H -4.13 1.43 -3.88
O -1.86 0.85 1.22
H -1.98 0.00 1.64
H -1.89 0.67 0.28
O -0.77 5.40 -1.00
H 0.04 5.06 -1.39
H -1.06 4.70 -0.41
C -6.33 2.13 -1.30
C -5.25 1.07 -1.44
C -5.49 -0.08 -0.41
O -5.19 0.56 -2.72
H -5.83 3.09 -1.47
H -6.79 2.12 -0.32
H -7.16 2.06 -2.01
H -4.24 1.35 -1.14
H -6.53 -0.38 -0.41
H -5.30 0.49 0.50
H -4.77 -0.90 -0.40
H -6.03 0.18 -2.98
C -1.67 4.00 2.99
C -0.34 3.78 2.27
C 0.55 2.81 3.11
O -0.62 3.29 0.99
H -2.36 4.57 2.37
H -1.45 4.54 3.91
H -2.19 3.09 3.31
H 0.15 4.75 2.16
H 1.32 2.48 2.42
H -0.10 2.00 3.44
H 1.01 3.28 3.98
H -1.18 2.52 1.06
*
```

The calculation puts the energy relative to the best compared isomer or geometry (same formula, charge and spin) at 0.00 kcal/mol. The LUMO energy is 0.3 eV. As for the strongest force on any atom: 0.0795 Eh/bohr. The frontier orbital gap is 0.2939 Eh. For the molar mass, the calculation gives 803.26 g mol⁻¹. The HOMO energy is -7.7 eV. Its SMILES is CC1(C)CCCC(C)(C)N1O.CC1(C)CCCC(C)(C)N1O.CC1(C)CCCC(C)(C)N1O.CC1(C)CCCC(C)(C)N1O.CC(C)O.CC(C)O.O.O.O.

Atomic partial charges in e from the Mulliken method, atoms 1 to 2: -1.756, 1.172